C12H28Al2FeN4O12P2 | wB97M-V/def2-TZVPD

## Properties
highest occupied orbital energy (alpha / beta) = -0.510 / -0.504 hartree
charge = +2
2S+1 = 9

XYZ file:
```
61
Properties=species:S:1:pos:R:3:forces:R:3
Fe -1.3755 1.2794 -3.5575 0.985 -1.197 0.320
Al -5.2319 0.3882 -3.0259 0.990 -0.171 -0.340
Al -1.0923 -2.4697 -2.2211 0.279 0.622 0.327
P -2.3792 -0.7932 -4.8894 -0.765 -0.303 1.407
O -3.2570 -1.6230 -3.9087 0.680 -0.658 -1.290
O -0.9569 -0.5657 -4.3233 0.767 -0.727 -0.332
O -2.8971 0.6251 -4.5824 -0.943 2.630 -0.505
O -2.5435 -1.2664 -6.3307 -0.034 -0.292 0.859
P -2.2368 0.8183 -1.0781 1.808 1.102 0.810
O -2.7631 1.7706 -2.1666 -0.695 0.882 -0.534
O -3.0534 -0.5419 -1.1616 -0.070 -0.003 0.513
O -1.9747 1.4302 0.2771 -0.759 -1.212 -1.025
O -0.9495 0.3338 -1.8424 -0.014 -0.517 0.574
C -1.4274 -1.8605 1.4566 -0.353 -1.057 -0.217
O -0.7666 -2.4738 0.6151 0.020 0.488 -0.577
N -1.9398 -2.4759 2.5234 -0.311 0.552 -0.506
C -2.4781 -1.7160 3.6381 0.396 -0.574 0.347
C -1.7595 -3.8986 2.7002 0.414 -0.599 0.993
H -1.7299 -0.8154 1.3416 0.235 0.261 0.114
H -1.7781 -1.8349 4.4713 -0.160 0.214 0.146
H -3.4394 -2.1124 3.9610 -0.082 0.089 -0.132
H -2.5623 -0.6619 3.3905 -0.072 0.020 -0.142
H -1.7530 -4.5233 1.8123 -0.207 0.593 -0.402
H -0.7983 -4.0897 3.1902 -0.074 -0.023 0.090
H -2.5486 -4.2572 3.3611 0.036 -0.008 -0.019
C -2.2489 2.6363 3.2692 -2.123 -2.324 -0.672
O -3.1658 2.9385 4.0011 1.128 0.952 0.344
N -0.9308 3.0091 3.4030 2.131 1.222 0.370
C 0.1105 2.6099 2.4492 -0.520 -0.134 -0.239
C -0.5326 3.9368 4.4441 -0.811 0.149 0.741
H -2.4434 1.8760 2.4986 0.556 0.355 -0.411
H 0.5418 3.5566 2.1205 0.008 -0.013 -0.315
H -0.2879 2.0034 1.6326 -0.337 0.343 0.015
H 0.9441 2.0471 2.8779 -0.233 0.094 0.699
H 0.2544 4.6357 4.1719 0.064 -0.279 -0.489
H -1.4158 4.4799 4.7835 -0.022 -0.030 -0.078
H -0.1865 3.3859 5.3271 0.065 -0.256 -0.094
C 1.8571 1.9500 -3.3451 -0.155 -0.713 -1.470
O 0.6736 1.8112 -3.7250 -1.922 0.319 0.193
N 2.7851 1.0876 -3.7191 -0.290 1.184 1.521
C 4.1269 1.2728 -3.1903 0.716 -0.144 0.167
C 2.5021 -0.0816 -4.4998 0.083 -0.836 -1.106
H 2.1731 2.8651 -2.8450 0.119 -0.190 0.364
H 4.8219 1.7102 -3.9086 -0.182 -0.070 -0.165
H 4.5375 0.3158 -2.8675 -0.126 -0.047 -0.112
H 4.1127 1.9076 -2.3064 -0.147 0.107 -0.090
H 2.9984 -0.9405 -4.0497 0.082 0.061 -0.090
H 1.4551 -0.3410 -4.6325 -0.150 0.464 0.550
H 2.8656 0.0863 -5.5196 0.283 -0.166 0.152
C 1.4833 -0.9964 -0.3280 0.164 -0.996 0.806
O 1.5306 -1.5677 -1.4080 -0.519 0.241 -0.792
N 2.2790 -1.3541 0.6942 0.216 0.383 0.157
C 2.1486 -0.7878 2.0289 -0.479 0.976 -0.849
C 3.1965 -2.4590 0.5291 0.840 -0.158 0.108
H 0.7332 -0.2374 -0.0750 0.062 0.263 -0.123
H 2.4183 0.2762 1.9963 0.359 -0.133 0.174
H 2.8203 -1.3175 2.6907 -0.223 0.001 0.279
H 1.1010 -0.7830 2.3474 0.123 -0.520 0.283
H 4.0978 -2.3468 1.1379 -0.311 0.303 0.345
H 2.7194 -3.3907 0.8407 0.069 -0.124 -0.473
H 3.6151 -2.4607 -0.4747 -0.589 -0.398 -0.180
```
Forces are in eV/Å.

Calculated atomic charges, method natural (NBO), unit e:
1 Fe 2.00
2 Al 0.96
3 Al 0.96
4 P 2.45
5 O -0.94
6 O -1.15
7 O -1.18
8 O -0.65
9 P 2.46
10 O -1.19
11 O -0.68
12 O -1.13
13 O -1.08
14 C 0.52
15 O -0.70
16 N -0.40
17 C -0.40
18 C -0.43
19 H 0.14
20 H 0.20
21 H 0.22
22 H 0.19
23 H 0.24
24 H 0.21
25 H 0.22
26 C 0.45
27 O -0.33
28 N -0.04
29 C -0.47
30 C -0.48
31 H 0.20
32 H 0.27
33 H 0.29
34 H 0.27
35 H 0.27
36 H 0.28
37 H 0.29
38 C 0.57
39 O -0.79
40 N -0.34
41 C -0.42
42 C -0.44
43 H 0.17
44 H 0.23
45 H 0.22
46 H 0.21
47 H 0.23
48 H 0.26
49 H 0.23
50 C 0.55
51 O -0.68
52 N -0.42
53 C -0.40
54 C -0.43
55 H 0.13
56 H 0.18
57 H 0.24
58 H 0.19
59 H 0.21
60 H 0.22
61 H 0.24



C12H28B2CrF14N3O7S2 | wB97M-V/def2-TZVPD

## Properties
highest occupied orbital energy (alpha / beta) = -0.406 / -0.406 hartree
charge = 0
2S+1 = 4

XYZ file:
```
69
Properties=species:S:1:pos:R:3:forces:R:3
Cr 0.2031 -0.3020 -0.6277 0.852 -1.034 -0.113
B 1.5715 -0.7319 -3.4449 0.764 0.408 -1.074
F 1.3779 -1.4490 -4.5948 -0.025 0.143 0.681
F 0.7227 -1.2815 -2.3596 -0.109 0.494 0.462
F 2.9053 -0.8046 -2.9574 -0.805 0.047 -0.127
F 1.2132 0.6287 -3.5864 0.069 -0.627 0.329
B 2.5907 -2.3120 0.7434 0.828 -0.252 0.493
F 1.3633 -1.6712 0.1482 0.075 0.271 -0.189
F 2.7165 -1.6952 1.9985 -0.191 -0.215 -0.178
F 2.3099 -3.6445 0.8020 -0.249 -0.026 0.172
F 3.6734 -2.0289 -0.0427 -0.165 0.258 -0.220
C -0.2116 3.5031 -2.4769 0.078 -1.353 0.226
F 1.0764 3.5236 -2.1093 0.140 0.171 -0.014
F -0.6658 4.7152 -2.5577 -0.257 1.001 -0.055
F -0.3163 2.8814 -3.6274 0.009 0.175 -0.139
S -1.1756 2.6027 -1.1355 0.852 -0.912 0.426
O -0.4375 2.7443 0.0771 0.666 0.178 0.214
O -2.4936 3.1058 -1.1571 -0.921 0.093 -0.423
N -1.0544 0.9709 -1.5351 -1.254 2.058 -0.382
S -2.2358 0.5241 -2.5966 0.065 -1.347 -1.109
O -2.6798 1.5275 -3.4978 0.128 0.618 0.386
O -1.8462 -0.7310 -3.1484 0.041 -0.196 0.460
C -3.7268 0.1496 -1.5344 0.948 -0.011 0.603
F -4.5377 1.1708 -1.4667 -0.381 0.352 0.117
F -4.3534 -0.8869 -2.0416 -0.379 -0.313 -0.246
F -3.3212 -0.1833 -0.2782 -0.360 0.431 -0.499
C -2.6951 -3.3767 -1.6129 0.267 -1.207 0.767
C -1.2725 -3.1028 -1.1436 0.254 0.305 -0.757
O -1.1053 -1.8178 -0.4579 -0.309 -0.392 -0.622
H -2.7225 -4.4725 -1.7122 -0.031 0.185 -0.377
H -2.9044 -2.9250 -2.5723 -0.162 0.213 0.074
H -3.4788 -3.2072 -0.8707 0.104 0.478 -0.050
H -0.6724 -3.0881 -2.0510 0.240 0.340 0.215
H -0.8431 -3.8940 -0.5278 -0.236 0.170 0.347
H -1.6660 -1.8430 0.3588 -0.007 0.187 -0.117
C 0.4380 -0.3776 3.5954 0.578 -0.723 0.026
C -0.3453 -0.8336 2.3641 -0.274 0.900 0.423
C -1.7978 -1.0602 2.7529 0.125 0.555 -0.845
O -2.4592 -1.6543 1.6359 0.577 -0.061 0.920
C -3.7453 -2.1207 1.8917 -1.651 -0.366 -0.297
N -0.2540 0.2840 1.2923 -0.539 -1.427 1.316
H 0.1199 0.5781 4.0117 -0.201 0.025 -0.121
H 1.5023 -0.3387 3.3576 -0.126 0.242 -0.110
H 0.3813 -1.1443 4.3744 -0.218 0.116 -0.012
H 0.0622 -1.7697 1.9936 0.139 0.125 -0.158
H -2.2856 -0.0864 2.9270 0.068 -0.185 0.349
H -1.8667 -1.6837 3.6439 -0.029 -0.107 -0.039
H -4.4598 -1.6710 1.1921 0.204 0.067 0.070
H -4.1018 -1.8755 2.8933 0.246 -0.022 0.074
H -3.8192 -3.2000 1.7372 0.232 -0.024 0.191
H 0.4396 0.9217 1.7059 0.186 0.297 -0.831
H -1.1448 0.7808 1.3634 0.239 0.098 -0.404
C 4.3668 1.1635 -0.6329 0.090 0.276 0.527
C 3.0721 1.0327 0.1748 0.328 0.339 -0.157
C 2.8865 2.2738 1.0231 -0.577 -0.153 0.796
O 1.7255 2.1247 1.8563 0.470 -0.422 -0.646
C 1.5624 3.1963 2.7245 -0.350 0.916 0.289
N 1.9380 0.8750 -0.8083 0.586 -0.279 -0.842
H 4.5007 0.3240 -1.3098 -0.098 0.048 -0.117
H 5.2278 1.1802 0.0390 -0.064 -0.040 0.029
H 4.3662 2.1228 -1.1619 0.020 -0.207 -0.240
H 3.1654 0.1871 0.8560 -0.405 -0.121 -0.307
H 2.7839 3.1912 0.4242 0.031 -0.129 -0.010
H 3.7224 2.3831 1.7291 0.219 0.020 -0.476
H 1.5090 4.1534 2.1859 0.151 -0.115 -0.034
H 2.3696 3.2512 3.4640 -0.043 -0.039 0.011
H 0.5986 3.0954 3.2233 0.079 -0.172 0.138
H 1.8867 1.7609 -1.3199 -0.581 0.111 0.501
H 2.3466 0.3370 -1.6031 0.050 -0.235 0.708
```
Forces are in eV/Å.

Calculated atomic charges, method natural (NBO), unit e:
1 Cr 1.62
2 B 1.36
3 F -0.52
4 F -0.53
5 F -0.55
6 F -0.56
7 B 1.36
8 F -0.56
9 F -0.56
10 F -0.53
11 F -0.53
12 C 0.76
13 F -0.32
14 F -0.28
15 F -0.27
16 S 2.22
17 O -0.94
18 O -0.89
19 N -1.22
20 S 2.23
21 O -0.88
22 O -0.90
23 C 0.74
24 F -0.28
25 F -0.30
26 F -0.34
27 C -0.64
28 C -0.07
29 O -0.79
30 H 0.22
31 H 0.24
32 H 0.20
33 H 0.23
34 H 0.19
35 H 0.52
36 C -0.64
37 C -0.08
38 C -0.05
39 O -0.57
40 C -0.25
41 N -0.86
42 H 0.21
43 H 0.26
44 H 0.23
45 H 0.24
46 H 0.17
47 H 0.20
48 H 0.20
49 H 0.19
50 H 0.19
51 H 0.46
52 H 0.40
53 C -0.62
54 C -0.09
55 C -0.05
56 O -0.57
57 C -0.24
58 N -0.87
59 H 0.26
60 H 0.23
61 H 0.20
62 H 0.25
63 H 0.18
64 H 0.19
65 H 0.18
66 H 0.18
67 H 0.19
68 H 0.41
69 H 0.44



C12H28ClMoO3P2 | wB97M-V/def2-TZVPD

## Properties
highest occupied orbital energy (alpha / beta) = -0.739 / -0.754 hartree
charge = +3
2S+1 = 3

XYZ file:
```
47
Properties=species:S:1:pos:R:3:forces:R:3
C 0.2481 3.2465 -1.9430 -0.736 0.327 -0.407
C 0.8116 1.9192 -1.4577 5.018 0.305 -1.833
H 0.0929 3.3166 -3.0239 -0.037 -0.373 0.143
H 1.0503 3.9901 -1.6481 -0.879 -0.799 -0.421
H -0.6902 3.5318 -1.3981 1.130 -0.258 -0.524
O 1.5454 1.0210 -1.9315 -5.236 2.359 0.817
Cl 1.4488 2.4290 0.2010 -1.245 -1.182 1.792
Mo -0.0500 -0.1758 0.2510 2.096 -2.154 6.091
P 2.3386 -0.7631 -0.0371 2.515 -0.508 -0.870
C 2.5647 -2.1869 -1.1377 -0.594 0.107 0.047
C 3.6834 0.3636 -0.5419 -0.411 0.491 -0.017
H 4.6401 -0.1473 -0.4105 -0.113 -0.115 0.042
H 3.8461 -1.4588 1.6657 -0.211 0.063 0.107
H 3.6561 1.2735 0.0666 0.310 -0.365 -0.085
H 2.4776 -0.4643 2.3272 0.325 -0.282 0.128
H 2.2507 -1.8909 -2.1507 0.285 -0.231 0.210
H 3.5280 0.6539 -1.5878 0.519 -0.296 0.396
C 2.7633 -1.2776 1.6467 -0.635 0.043 0.105
H 3.6334 -2.4446 -1.1125 -0.309 -0.053 -0.094
H 2.1826 -2.1763 1.8887 0.336 0.220 0.087
H 1.9441 -3.0184 -0.7787 0.313 0.017 -0.198
P -2.2240 0.7841 0.2870 -3.594 1.556 -0.260
C -3.5668 -0.1993 -0.4627 0.472 -0.421 -0.427
C -2.5935 0.7049 2.0789 0.695 -0.253 0.217
H -1.9288 3.1853 0.3449 -0.207 -0.107 -0.047
H -3.6425 2.7476 0.1035 0.281 -0.277 -0.016
H -2.4934 2.6320 -1.2601 -0.206 -0.065 0.281
C -2.6075 2.4962 -0.1757 0.413 0.328 -0.293
H -1.6718 0.8986 2.6417 -0.389 0.103 0.226
H -3.3637 1.4451 2.3308 0.197 -0.065 -0.166
H -4.5460 0.2533 -0.2359 0.411 -0.052 0.004
H -3.5337 -1.2235 -0.0630 -0.126 0.251 -0.111
H -2.9476 -0.3039 2.3211 0.103 0.210 -0.038
H -3.4134 -0.2429 -1.5513 -0.257 0.029 0.252
C -0.6220 -1.5223 -1.0563 -2.730 -5.238 -5.392
O -1.0206 -2.3103 -1.8297 2.088 3.964 3.907
C -0.2597 -3.8379 1.5365 0.309 0.255 0.034
C -1.0464 -2.5931 1.9883 -2.161 -2.665 0.750
C -1.4758 -2.7650 3.4651 0.443 0.280 -0.164
O -0.3258 -1.4359 1.8446 1.309 4.355 -4.123
H 0.6990 -3.8778 2.0677 -0.222 -0.159 -0.042
H -0.0699 -3.8225 0.4586 -0.006 -0.021 0.018
H -0.8407 -4.7397 1.7686 0.179 0.287 -0.054
H -1.9932 -2.5795 1.3928 0.588 0.321 0.045
H -0.5880 -2.8472 4.0989 -0.134 -0.062 -0.020
H -2.0606 -1.9129 3.8093 -0.023 -0.007 -0.002
H -2.0795 -3.6707 3.5724 0.124 0.138 -0.093
```
Forces are in eV/Å.

Calculated atomic charges, method natural (NBO), unit e:
1 C -0.73
2 C 0.52
3 H 0.30
4 H 0.32
5 H 0.27
6 O -0.44
7 Cl 0.00
8 Mo 0.91
9 P 1.15
10 C -0.95
11 C -0.93
12 H 0.29
13 H 0.30
14 H 0.27
15 H 0.27
16 H 0.28
17 H 0.28
18 C -0.94
19 H 0.30
20 H 0.27
21 H 0.26
22 P 1.00
23 C -0.92
24 C -0.91
25 H 0.27
26 H 0.31
27 H 0.27
28 C -0.94
29 H 0.26
30 H 0.31
31 H 0.31
32 H 0.26
33 H 0.28
34 H 0.27
35 C 0.54
36 O -0.25
37 C -0.61
38 C 0.05
39 C -0.62
40 O -0.51
41 H 0.23
42 H 0.19
43 H 0.28
44 H 0.18
45 H 0.24
46 H 0.22
47 H 0.26



C12H28N3O5P | wB97M-V/def2-TZVPD

## Properties
highest occupied orbital energy = -0.325 hartree
charge = 0
SMILES = C#CN(C(=O)O)P(C)O.COC[C@@H](C)N.COC[C@@H](C)N

XYZ file:
```
49
Properties=species:S:1:pos:R:3:forces:R:3
C -1.0548 0.9548 -1.1274 -1.597 -7.048 0.716
C -1.4395 -0.2814 -0.8402 2.122 5.409 -2.664
N -1.7412 -1.7467 -0.8862 -0.415 1.813 -3.360
C -1.1720 -2.3816 -2.1063 6.808 -1.904 -1.049
O 0.0568 -2.7762 -2.0384 -6.002 1.692 -0.198
O -1.8429 -2.5556 -3.3589 -0.141 0.077 2.846
P -3.4891 -2.0275 -0.6884 -2.152 -0.028 1.831
C -4.5113 -1.3080 -2.1131 -0.861 -0.691 -1.173
O -3.7846 -3.7505 -0.7941 1.706 1.893 -0.309
H -0.5824 1.9268 -1.5536 -1.218 -2.231 1.454
H -1.6304 -3.4410 -3.7529 0.323 1.115 0.805
H -4.3033 -1.7637 -3.1490 -0.174 0.813 1.545
H -5.6288 -1.5564 -1.8735 2.080 0.342 -0.151
H -4.4474 -0.1602 -2.1538 0.261 -1.816 0.258
H -3.2184 -4.1939 -0.1164 -0.705 0.558 -0.562
C 2.2142 -0.1772 -0.4715 -0.413 -0.111 -0.113
O 2.0783 0.9835 -1.2786 0.481 0.232 0.094
C 3.3154 1.5627 -1.6886 -0.136 0.156 -0.245
C 3.9985 0.8441 -2.8729 -0.305 -0.283 0.198
C 4.6648 -0.4756 -2.4908 0.254 -0.138 -0.068
N 3.0542 0.6000 -3.9713 -0.173 0.264 0.154
H 3.0779 -0.1174 0.1947 0.108 0.036 -0.065
H 2.2732 -1.0650 -1.1021 0.110 -0.113 0.164
H 1.3120 -0.2722 0.1380 0.054 0.110 -0.087
H 3.0685 2.5810 -2.0120 -0.080 -0.123 0.009
H 3.9953 1.6672 -0.8350 0.035 -0.169 0.056
H 4.7889 1.5066 -3.2430 -0.124 0.082 0.046
H 3.9496 -1.2935 -2.3800 -0.015 0.155 0.005
H 5.3698 -0.7815 -3.2703 -0.124 0.079 0.065
H 5.2229 -0.3788 -1.5557 -0.033 -0.012 -0.031
H 2.6965 1.4953 -4.3010 0.115 -0.104 -0.076
H 2.2326 0.1432 -3.5706 0.200 -0.051 -0.106
C -1.6948 2.9418 4.1341 -0.434 0.037 -0.231
O -1.6899 2.3582 2.8409 0.489 -0.054 0.103
C -0.5795 1.4991 2.5868 -0.106 -0.177 -0.299
C -0.7069 0.0873 3.2001 -0.328 0.323 0.205
C -0.4780 0.0493 4.7095 0.169 -0.200 0.173
N -2.0138 -0.5139 2.9017 0.068 0.191 -0.210
H -0.6872 3.1749 4.4854 0.055 -0.092 0.029
H -2.2069 2.2842 4.8381 0.153 0.046 0.211
H -2.2677 3.8714 4.0831 0.079 -0.068 -0.109
H -0.5394 1.3882 1.4974 -0.123 0.032 0.152
H 0.3591 1.9828 2.8819 -0.003 0.035 0.205
H 0.0687 -0.5372 2.7426 -0.052 0.094 -0.114
H -1.3440 0.3969 5.2771 0.043 0.019 -0.142
H -0.2833 -0.9773 5.0356 -0.055 0.116 -0.085
H 0.3846 0.6586 4.9925 -0.041 -0.012 0.002
H -2.1157 -0.5921 1.8907 -0.020 -0.111 0.103
H -2.7288 0.1665 3.1653 0.117 -0.184 0.020
```
Forces are in eV/Å.

Calculated atomic charges, method natural (NBO), unit e:
1 C -0.24
2 C 0.08
3 N -0.78
4 C 0.88
5 O -0.56
6 O -0.71
7 P 1.21
8 C -1.00
9 O -0.97
10 H 0.30
11 H 0.52
12 H 0.25
13 H 0.26
14 H 0.26
15 H 0.50
16 C -0.25
17 O -0.56
18 C -0.07
19 C -0.08
20 C -0.62
21 N -0.82
22 H 0.17
23 H 0.18
24 H 0.19
25 H 0.18
26 H 0.17
27 H 0.19
28 H 0.21
29 H 0.22
30 H 0.20
31 H 0.35
32 H 0.36
33 C -0.25
34 O -0.55
35 C -0.08
36 C -0.08
37 C -0.61
38 N -0.83
39 H 0.17
40 H 0.17
41 H 0.19
42 H 0.20
43 H 0.16
44 H 0.19
45 H 0.20
46 H 0.22
47 H 0.20
48 H 0.36
49 H 0.36